Molecular formula: C12H16N2O4S
Method: DFT, ωB97M-V/def2-TZVPD

```
35
Properties=species:S:1:pos:R:3:forces:R:3
S 3.619409 0.535551 1.006631 1.62 2.44 -2.42
O 0.704233 -1.594712 -1.653704 -1.24 0.40 -1.47
O -5.309143 -1.540160 2.294932 3.90 3.75 2.87
O 1.142064 2.757013 -1.556971 1.08 -5.66 2.32
O 1.951553 -2.614768 -0.201415 0.73 0.28 -0.70
N 0.919294 1.446319 1.497427 0.55 -2.51 -2.50
N 2.429361 0.664914 -1.664253 -0.19 2.91 -2.11
C -0.942481 1.070499 -0.505776 3.01 -1.12 -1.36
C 0.524954 0.852878 -0.017698 -0.81 2.03 3.33
C 1.877822 -1.738498 -1.019457 -0.37 1.59 1.15
C -1.898912 0.218039 0.164272 -2.18 0.49 2.72
C -3.315932 -1.780660 0.610619 -2.60 -0.93 1.52
C 3.018111 -0.641300 -1.297796 -3.05 -1.88 -2.68
C -2.628234 1.031772 0.997422 -5.94 -7.05 0.28
C -2.275613 -1.162392 0.055773 3.73 0.87 -4.97
C 4.042785 -0.661374 -0.276997 3.72 -1.50 2.02
C -4.187607 -0.958445 1.442154 -0.46 0.39 0.94
C -3.941492 0.448377 1.482410 -0.86 0.76 -0.16
C 1.333943 1.572918 -1.086347 2.09 0.58 -2.36
H 0.930495 2.457846 1.367051 0.63 -0.16 0.29
H -1.165889 2.133723 -0.537115 -0.32 -0.24 -0.27
H -2.438989 1.956836 1.262814 1.02 4.57 0.69
H -4.949368 1.168766 1.682135 3.25 -2.00 0.23
H -5.010842 -1.001200 3.415443 -1.54 -2.59 -5.41
H 1.957068 0.908381 1.705764 -4.10 2.44 -0.72
H 0.393725 -0.797260 -2.187543 1.77 -1.22 1.03
H 3.455816 -1.176121 -2.211589 -0.52 1.36 0.60
H 0.440568 -0.221418 0.220570 1.59 0.40 -0.81
H -0.842244 0.618803 -1.512170 -0.32 0.88 -0.29
H 2.990739 1.171717 -2.437392 -1.45 -1.03 1.76
H -3.496545 -2.853423 0.268045 -0.09 1.60 1.12
H 5.207937 -0.645154 -0.819716 -3.30 0.28 2.02
H 3.266749 1.728248 -0.002875 1.13 -2.68 2.56
H 3.921643 -1.638030 0.378621 0.57 1.56 -1.73
H -1.724978 -1.717684 -0.863270 -1.08 1.00 2.51
```
Positions in Å, forces in eV/Å.

Energy above the lowest of the compared OMol25 structures with the same formula, charge and spin in kcal/mol: 210.8
Total energy in a.u.: -1275.21698
Highest occupied orbital energy in eV: -8.6

Mulliken charges in e:
1. S -0.29
2. O -0.55
3. O -0.60
4. O -0.60
5. O -0.56
6. N -0.74
7. N -0.19
8. C -0.58
9. C 0.33
10. C 0.29
11. C 0.21
12. C -0.42
13. C 0.39
14. C -0.82
15. C 0.02
16. C -0.59
17. C 0.31
18. C -0.47
19. C -0.02
20. H 0.32
21. H 0.41
22. H 0.57
23. H 0.21
24. H 0.39
25. H 0.29
26. H 0.41
27. H 0.40
28. H 0.20
29. H 0.37
30. H 0.23
31. H 0.30
32. H 0.27
33. H 0.20
34. H 0.33
35. H -0.02